Record 1
Molecular formula: C31H49ClOsP2
Method: DFT, ωB97M-V with the def2-TZVPD basis set

Charge: +2
Spin multiplicity: 5
ΔE to the lowest compared entry with this formula, charge and spin: 147.9 kcal per mole
Expectation value of S²: 6.11
Frontier orbital gap (spin up / spin down): 5.339 / 5.808 eV
F_max: 4.66 eV/A

Element x y z (Å)
Os1 0.332 -0.937 -0.407
C1 -0.495 -2.359 1.541
C2 0.901 -2.387 1.005
C3 0.780 -0.982 2.888
C4 -0.489 -1.599 2.747
C5 1.634 -1.427 1.824
C6 -1.582 -3.303 1.179
H1 -1.241 -4.012 0.418
H2 -2.462 -2.757 0.809
H3 -1.889 -3.880 2.062
C7 -1.636 -1.589 3.713
H4 -2.045 -2.599 3.820
H5 -2.462 -0.956 3.365
H6 -1.331 -1.254 4.705
C8 1.244 -0.138 4.024
H7 0.610 -0.234 4.911
H8 1.216 0.909 3.722
H9 2.282 -0.368 4.284
C9 3.099 -1.324 1.818
H10 3.474 -1.993 2.605
H11 3.442 -0.304 2.032
H12 3.503 -1.663 0.853
C10 1.552 -3.649 0.464
H13 1.925 -4.270 1.303
H14 2.421 -3.391 -0.160
H15 0.834 -4.256 -0.102
C11 -1.529 0.542 -3.651
C12 -1.558 -0.860 -3.414
C13 -0.673 -1.726 -4.350
C14 0.828 -1.728 -4.121
C15 1.220 -0.897 -2.906
C16 1.227 0.460 -2.981
C17 0.913 1.215 -4.243
C18 -0.570 1.160 -4.653
H16 -0.862 -1.388 -5.370
H17 1.320 -1.333 -5.025
H18 -1.045 -2.753 -4.275
H19 -0.648 0.646 -5.632
H20 -2.405 1.186 -3.480
H21 -2.526 -1.336 -3.332
H22 -0.884 2.194 -4.807
H23 1.194 2.262 -4.018
H24 1.841 1.074 -2.338
H25 1.518 0.856 -5.107
H26 1.140 -2.761 -3.982
H27 1.736 -1.478 -2.108
P1 -1.272 -0.118 -1.713
P2 1.673 1.161 0.155
C19 -0.733 1.806 -1.513
C20 0.478 2.329 -0.724
H28 -1.612 2.244 -1.075
H29 -0.706 2.233 -2.523
H30 1.121 2.970 -1.336
H31 0.092 2.981 0.062
C21 2.173 2.104 1.610
H32 2.574 1.434 2.365
H33 1.359 2.685 2.036
H34 2.977 2.797 1.365
C22 3.290 0.735 -0.650
H35 3.709 1.595 -1.186
H36 3.169 -0.108 -1.329
H37 4.008 0.438 0.122
C23 -3.053 -0.443 -1.104
H38 -3.159 -1.377 -0.534
H39 -3.800 -0.475 -1.922
H40 -3.406 0.311 -0.402
C24 -0.743 -2.194 -1.456
H41 -0.124 -2.614 -0.604
H42 -0.298 -2.625 -2.355
H43 -1.737 -2.582 -1.246
Cl1 -2.289 4.192 0.318
C25 -1.576 3.633 1.782
C26 -1.240 4.571 2.746
C27 -0.941 4.169 4.063
C28 -0.921 2.799 4.393
C29 -1.151 1.838 3.423
C30 -1.530 2.216 2.101
C31 -1.884 1.199 1.220
H44 -1.277 5.617 2.458
H45 -0.725 4.933 4.814
H46 -0.744 2.487 5.425
H47 -1.158 0.763 3.677
H48 -2.352 1.502 0.293
H49 -2.050 0.177 1.614

***

Record 2
Molecular formula: C7H12N2
Method: DFT, ωB97M-V with the def2-TZVPD basis set

Charge: 0
ΔE to the lowest compared entry with this formula, charge and spin: 69.2 kcal per mole
Frontier orbital gap: 9.288 eV
F_max: 3.72 eV/A

Element x y z (Å)
C1 -1.113 -0.114 -2.573
C2 -0.431 -0.945 -1.431
C3 0.069 0.945 0.223
C4 1.356 1.369 0.842
C5 1.960 0.189 1.052
C6 0.893 -0.739 0.628
C7 -0.441 -0.154 1.224
H1 -1.708 -0.758 -3.239
H2 -0.467 0.438 -3.250
H3 -1.742 0.641 -2.085
H4 0.121 -1.789 -1.945
H5 -1.229 -1.543 -0.964
H6 -0.635 1.723 -0.154
H7 1.722 2.350 0.990
H8 2.925 -0.172 1.451
H9 1.185 -1.767 0.680
H10 -1.353 -0.582 0.770
H11 0.350 0.524 2.928
H12 -1.395 0.462 2.910
N1 0.462 -0.123 -0.659
N2 -0.531 0.043 2.601

***

Record 3
Molecular formula: C23H38BF4LiO11
Method: DFT, ωB97M-V with the def2-TZVPD basis set

Charge: 0
ΔE to the lowest compared entry with this formula, charge and spin: 0.0 kcal per mole
Frontier orbital gap: 7.612 eV
F_max: 11.36 eV/A

Element x y z (Å)
Li1 8.339 44.337 39.741
B1 9.059 46.774 38.538
F1 8.055 47.626 38.189
F2 9.131 45.721 37.688
F3 10.316 47.431 38.651
F4 8.695 46.277 39.816
C1 8.218 42.887 37.376
O1 8.996 42.898 38.523
H1 8.502 43.623 36.744
H2 7.136 42.878 37.575
H3 8.339 42.031 36.757
H4 9.738 42.363 38.255
C2 8.236 49.157 41.792
O2 8.490 47.827 42.362
H5 7.336 49.513 42.212
H6 8.095 49.054 40.722
H7 9.082 49.786 41.768
H8 9.067 47.523 41.591
C3 9.949 44.353 42.407
O3 9.470 43.563 41.365
H9 9.059 44.750 43.166
H10 10.433 45.371 42.068
H11 10.824 43.870 43.043
H12 9.832 42.593 41.214
C4 6.089 44.808 40.997
O4 6.283 44.089 39.769
H13 6.030 45.769 40.921
H14 6.879 44.455 41.814
H15 5.059 44.460 41.365
H16 5.553 43.532 39.544
C5 10.134 50.667 38.684
O5 10.956 49.778 39.532
H17 10.139 51.678 39.088
H18 9.248 50.098 38.492
H19 10.879 50.816 37.797
H20 10.854 48.766 39.234
C6 5.571 46.014 36.999
C7 5.129 44.944 36.153
C8 3.672 44.659 36.192
C9 2.826 45.432 37.063
C10 3.380 46.359 37.955
C11 4.748 46.654 37.933
O6 5.261 47.674 38.697
O7 3.156 43.668 35.494
H21 6.642 46.150 36.796
H22 5.766 44.326 35.667
H23 1.718 45.330 36.990
H24 2.619 47.006 38.605
H25 6.063 47.891 38.595
H26 3.873 43.646 34.798
C12 12.438 43.721 38.838
C13 11.995 44.339 37.627
C14 11.717 43.591 36.614
C15 11.942 42.140 36.544
C16 12.424 41.490 37.659
C17 12.743 42.301 38.821
O8 13.057 41.607 39.844
O9 10.957 44.055 35.595
H27 12.675 44.307 39.651
H28 11.603 45.520 37.563
H29 11.689 41.656 35.627
H30 12.501 40.389 37.508
H31 13.290 42.182 40.458
H32 11.151 45.008 35.658
C18 13.228 47.910 33.031
C19 12.085 47.281 33.681
C20 11.628 47.780 34.893
C21 12.229 48.811 35.535
C22 13.342 49.317 34.970
C23 13.935 48.870 33.830
O10 15.065 49.267 33.190
O11 10.458 47.081 35.386
H33 13.800 47.681 32.043
H34 11.625 46.524 33.246
H35 11.898 49.067 36.340
H36 13.908 50.170 35.528
H37 15.034 49.023 32.245
H38 10.119 47.430 36.157

***

E for every record listed, in sequence, given in eV: -66483.64620 -10430.47431 -58740.10511.